Density functional theory data (ωB97M-V/def2-TZVPD) for 2 unconnected molecules or ions with the total composition C3H8OS2.

Calculated values
energy relative to the best compared isomer or geometry (same formula, charge and spin): 99.40 kJ/mol
SMILES string: C=CO.CSS

Each line ends with the natural charge from an NBO analysis.
Cartesian coordinates (Å):
1 C -1.6302 1.3744 0.4216  -0.76
2 S 0.1193 1.6871 0.1935  0.10
3 S 0.8949 0.3968 1.6484  -0.15
4 H -2.1971 2.1541 -0.1057  0.24
5 H -1.8889 0.4018 0.0110  0.23
6 H -1.9216 1.4563 1.4603  0.23
7 H -0.0795 -0.5056 1.5142  0.12
8 C -1.0573 -2.2088 -0.7752  -0.56
9 C -0.3226 -1.9522 -1.8544  0.17
10 O 0.9848 -1.6171 -1.8979  -0.68
11 H -2.1134 -2.3814 -0.8784  0.21
12 H -0.6492 -2.1840 0.2235  0.19
13 H -0.7082 -2.1660 -2.8454  0.18
14 H 1.2362 -1.1360 -1.0992  0.49

Density functional theory data (ωB97M-V/def2-TZVPD) for 2 unconnected molecules or ions with the total composition C29H53FN3O5P2S at a distorted geometry.

Calculated values
charge: +1

Each line ends with the Löwdin charge.
Cartesian coordinates (Å):
1 C -1.7978 3.1753 4.7461  -0.07
2 C -1.6145 1.8545 4.0006  -0.16
3 C -1.5042 2.0233 2.4873  -0.24
4 F -1.3313 3.3631 2.1797  0.02
5 N -0.3363 1.3926 1.7648  0.05
6 C -0.4141 1.3278 0.2264  -0.17
7 C -1.5288 2.1283 -0.4547  -0.09
8 C -0.9489 3.2968 -1.2504  -0.34
9 C -0.9654 4.6470 -0.6678  -0.03
10 O -1.8450 4.2157 -1.7746  -0.02
11 C -0.0855 -0.0998 -0.2482  -0.44
12 C 0.9229 -0.0157 -1.4209  -0.20
13 C 0.4451 0.5993 -2.7484  -0.22
14 C 0.4622 -0.4042 -3.9125  -0.20
15 C 1.8387 -1.0199 -4.1671  -0.28
16 N 1.7593 -2.4799 -4.0795  0.00
17 P -1.5336 -1.0787 -0.9589  1.05
18 C -3.0806 -0.7106 -0.0273  -0.26
19 C -1.1754 -2.8116 -0.4623  -0.41
20 C -2.0989 -3.7467 -1.2641  -0.15
21 C 0.6373 -0.7373 1.0087  -0.27
22 C 2.0489 -1.3019 0.8270  -0.07
23 C 0.3818 0.1390 2.2971  -0.34
24 C -0.5074 -0.7480 3.1545  -0.29
25 C -0.0172 -1.4259 4.2446  -0.02
26 C -0.8819 -2.2353 4.9593  -0.02
27 C -2.1986 -2.3341 4.5621  -0.04
28 C -2.5913 -1.6198 3.4554  -0.11
29 N -1.7705 -0.8349 2.7685  0.12
30 P 1.9996 0.8644 2.9513  1.07
31 C 3.1221 -0.3304 3.7549  -0.41
32 C 4.5665 0.2217 3.6866  -0.13
33 C 1.6768 2.1097 4.2553  -0.38
34 C 1.4210 1.6388 5.6952  -0.13
35 H -2.6653 3.7211 4.3809  0.09
36 H -1.9703 2.9508 5.7966  0.09
37 H -0.9374 3.8361 4.6676  0.07
38 H -2.5146 1.2699 4.1786  0.12
39 H -0.8067 1.2841 4.4350  0.07
40 H -2.4161 1.7086 1.9938  0.14
41 H 0.3938 2.1119 1.8529  0.12
42 H 0.5048 1.8545 -0.0516  0.15
43 H -2.1113 1.5107 -1.1373  0.10
44 H -2.2249 2.6121 0.2242  0.11
45 H -0.0860 3.0672 -1.8750  0.13
46 H -0.2071 5.3378 -1.0082  0.11
47 H -1.6419 4.8955 0.1350  0.11
48 H 1.8155 0.4912 -1.0511  0.13
49 H 1.1935 -1.0500 -1.6382  0.08
50 H 1.1300 1.4072 -3.0187  0.12
51 H -0.5538 1.0272 -2.6951  0.08
52 H -0.2906 -1.1610 -3.6856  0.09
53 H 0.1344 0.1405 -4.7985  0.10
54 H 2.1320 -0.7733 -5.1885  0.10
55 H 2.6038 -0.5804 -3.5169  0.11
56 H 1.3447 -2.7557 -3.1974  0.04
57 H 2.6760 -2.9060 -4.1309  0.07
58 H -3.4475 -1.5962 0.4882  0.04
59 H -3.8299 -0.3892 -0.7481  0.04
60 H -2.9437 0.0788 0.7003  0.00
61 H -0.1257 -3.0445 -0.6395  0.07
62 H -1.3907 -2.9294 0.6035  0.07
63 H -3.0173 -3.2432 -1.5647  0.06
64 H -2.3728 -4.6149 -0.6676  0.07
65 H -1.6027 -4.1024 -2.1644  0.07
66 H 0.0679 -1.6453 1.1871  0.08
67 H 2.2207 -2.0422 1.6074  0.08
68 H 2.8403 -0.5559 0.8535  0.07
69 H 2.1125 -1.8525 -0.1064  0.08
70 H 1.0097 -1.3407 4.5616  0.09
71 H -0.5119 -2.7601 5.8287  0.12
72 H -2.8926 -2.9558 5.1070  0.12
73 H -3.6166 -1.6777 3.1112  0.12
74 H 3.0740 -1.3230 3.3218  0.06
75 H 2.8642 -0.4529 4.8083  0.06
76 H 4.8951 0.5808 4.6581  0.07
77 H 4.6231 1.0774 3.0106  0.06
78 H 5.2539 -0.5231 3.2981  0.08
79 H 2.6070 2.6836 4.2497  0.08
80 H 0.9148 2.8182 3.9294  0.05
81 H 0.9651 2.4207 6.2975  0.08
82 H 2.3483 1.3094 6.1593  0.07
83 H 0.7554 0.7743 5.7185  0.05
84 C -0.8135 -0.7797 -7.9673  -0.16
85 C -0.0056 -2.0340 -7.7189  -0.16
86 O 0.5770 -2.3338 -8.9919  -0.18
87 S 0.8924 -0.9744 -9.7770  0.60
88 O 2.2508 -0.6158 -9.5859  -0.22
89 O 0.3299 -1.0693 -11.0723  -0.21
90 O -0.0030 -0.0089 -8.8610  -0.19
91 H -1.7640 -1.0005 -8.4566  0.14
92 H -0.9992 -0.2175 -7.0560  0.12
93 H -0.6166 -2.8672 -7.3851  0.14
94 H 0.7942 -1.8555 -6.9967  0.12

Density functional theory data (ωB97M-V/def2-TZVPD) for a molecular structure, C21H38AlBBrCaCl4CsF5Li2N2O9P at a distorted geometry.

Calculated values
charge: +2

Each line ends with the Löwdin charge.
Cartesian coordinates (Å):
1 C 1.2999 -3.9979 -1.5488  -0.11
2 C 0.0214 -3.0476 -1.3649  -0.21
3 C 0.2436 -1.8983 -0.2411  -0.19
4 C -0.3465 -2.3706 1.1840  -0.30
5 C -0.1064 -1.3276 2.4137  -0.32
6 C 1.3517 -0.6803 2.4752  -0.18
7 C 1.2124 0.7401 3.2671  -0.18
8 C 2.2712 1.8403 2.7022  -0.17
9 C 1.5840 2.7641 1.5682  -0.46
10 C 2.2492 2.4995 0.0846  -0.11
11 C 1.4385 1.3069 -0.6897  -0.15
12 B 1.0656 1.6942 -2.2799  -0.57
13 N 0.1664 2.9164 -2.2162  -0.04
14 C -0.0039 3.5944 -3.5404  -0.08
15 C -1.2105 2.4536 -1.8746  -0.39
16 C -1.8899 2.6850 -0.4528  -0.04
17 O -1.9057 1.8288 -2.7218  0.03
18 C 2.4009 1.8414 -3.2157  -0.22
19 F 3.0544 3.1138 -3.0640  0.05
20 F 2.1650 1.6046 -4.6062  0.06
21 C 3.5631 0.7645 -2.8527  -0.33
22 F 3.0706 -0.5586 -2.7150  0.06
23 F 4.3985 1.1738 -1.7788  0.04
24 F 4.4062 0.7214 -3.9865  0.13
25 H 2.1563 -3.7866 -0.8337  0.08
26 H 1.6881 -3.8441 -2.6136  0.10
27 H 0.9771 -5.0989 -1.4857  0.07
28 H -0.1893 -2.5607 -2.3737  0.13
29 H -0.8953 -3.6469 -1.0011  0.10
30 H -0.1901 -0.9206 -0.6252  0.12
31 H 1.3859 -1.7925 -0.1505  0.06
32 H -1.5101 -2.4546 1.0462  -0.04
33 H -0.0019 -3.4402 1.4075  0.05
34 H -0.2301 -1.9525 3.3973  0.14
35 H -0.9775 -0.5629 2.4146  -0.19
36 H 2.1189 -1.2984 3.0467  0.13
37 H 1.7981 -0.4205 1.4684  -0.01
38 H 1.2583 0.6158 4.3932  0.12
39 H 0.1757 1.1616 2.9984  0.05
40 H 3.2151 1.3126 2.3159  0.08
41 H 2.5064 2.5184 3.5983  0.13
42 H 1.8264 3.8500 1.8462  0.05
43 H 0.4130 2.6486 1.5292  -0.11
44 H 2.2459 3.4457 -0.5535  0.14
45 H 3.3140 2.1192 0.3178  0.06
46 H 2.0345 0.3169 -0.5993  -0.12
47 H 0.4869 1.1588 -0.0561  0.11
48 H 0.4644 0.7335 -2.6927  0.12
49 H -0.9594 4.2012 -3.5589  0.06
50 H 0.8466 4.3338 -3.7415  0.10
51 H -0.0822 2.8291 -4.3862  0.11
52 H -2.9209 3.1359 -0.6113  0.09
53 H -1.3145 3.3760 0.2334  -0.01
54 H -2.0679 1.6511 0.0175  -0.01
55 Al 3.4801 -0.0352 -0.1510  0.91
56 Br -0.1049 3.8474 2.6206  0.64
57 O 4.1462 5.1549 -6.2868  -0.13
58 P 2.9901 4.3417 -6.8701  -0.08
59 O 1.8386 4.2754 -5.8692  -0.18
60 O 3.4767 2.9214 -7.1740  -0.16
61 O 2.5029 5.0096 -8.1588  -0.13
62 Li -0.7629 -5.0596 1.7225  0.60
63 C -4.3608 -9.3915 3.6481  -0.14
64 C -3.4257 -9.0986 4.8035  -0.17
65 C -2.2617 -8.4206 4.1008  -0.23
66 O -2.8003 -7.7417 2.9635  -0.22
67 C -4.1578 -8.1782 2.7624  -0.22
68 H -5.3996 -9.5298 3.9483  0.14
69 H -4.0325 -10.2968 3.1231  0.12
70 H -3.8999 -8.4006 5.4981  0.14
71 H -3.1276 -9.9895 5.3668  0.12
72 H -1.5308 -9.1569 3.7354  0.06
73 H -1.7428 -7.7067 4.7426  0.14
74 H -4.8281 -7.3555 3.0587  0.02
75 H -4.3220 -8.3978 1.7060  0.14
76 Cs -2.7672 -0.5537 1.7093  1.00
77 C -1.6463 6.7648 -0.6832  -2.00
78 Cl -1.7606 8.5227 -0.5079  0.59
79 Cl -2.3831 6.2736 -2.2199  0.56
80 Cl 0.0622 6.2758 -0.6572  0.53
81 Cl -2.5077 5.9812 0.6605  0.49
82 Li -1.5432 -10.7174 4.0448  0.88
83 N -0.6012 12.0070 -0.8396  -0.60
84 O 0.1778 11.4949 -1.6484  0.11
85 O -1.6586 11.4330 -0.5529  0.03
86 O -0.3252 13.0880 -0.3169  0.12
87 Ca -4.7964 -4.6521 2.4270  0.91

Density functional theory data (ωB97M-V/def2-TZVPD) for 2 unconnected molecules or ions with the total composition C14H15Cl2NO6 at a distorted geometry.

Calculated values
energy relative to the best compared isomer or geometry (same formula, charge and spin): 161.02 kJ/mol
SMILES string: O=C(O)CCN1C(=O)c2ccc(COO)cc2C1=O.ClCCCl

Each line ends with the natural charge from an NBO analysis.
Cartesian coordinates (Å):
1 O 3.8914 -0.3878 3.3549  -0.55
2 C 3.5173 -0.4049 2.2154  0.79
3 O 4.2764 -1.1039 1.2802  -0.70
4 C 2.1743 0.3758 1.9000  -0.54
5 C 1.9203 0.7127 0.3676  -0.26
6 N 0.5225 0.5446 -0.0642  -0.50
7 C -0.0617 -0.7262 0.1342  0.70
8 O 0.4370 -1.8183 0.1603  -0.55
9 C -1.5677 -0.3953 0.3338  -0.13
10 C -2.6611 -1.2912 0.6342  -0.17
11 C -3.9898 -0.7172 0.7588  -0.20
12 C -4.1702 0.7302 0.5507  -0.02
13 C -5.6455 1.2870 0.6583  -0.11
14 O -6.4272 0.3775 1.4407  -0.28
15 O -7.1683 -0.4067 0.5554  -0.45
16 C -3.0524 1.6172 0.2562  -0.19
17 C -1.7296 1.0426 0.1627  -0.12
18 C -0.3331 1.6752 -0.1016  0.70
19 O -0.0618 2.8273 -0.2685  -0.52
20 H 3.6721 -1.6622 0.7471  0.49
21 H 1.3571 -0.2236 2.3763  0.24
22 H 2.1898 1.3569 2.4463  0.25
23 H 2.3441 1.7229 0.1374  0.24
24 H 2.5233 -0.0092 -0.2387  0.23
25 H -2.4160 -2.3663 0.7608  0.24
26 H -4.8214 -1.4032 1.0077  0.22
27 H -5.6244 2.3181 1.0831  0.21
28 H -6.1381 1.3383 -0.3517  0.22
29 H -7.0265 -1.3205 0.8636  0.46
30 H -3.1940 2.7074 0.1108  0.24
31 Cl 3.4536 -1.6274 -1.4190  -0.06
32 C 4.3068 -1.4692 -2.9763  -0.38
33 C 5.2193 -0.2651 -3.0019  -0.39
34 Cl 4.3079 1.2654 -2.9976  -0.06
35 H 3.5600 -1.4249 -3.7676  0.23
36 H 4.8916 -2.3796 -3.1107  0.23
37 H 5.8178 -0.2753 -3.9132  0.23
38 H 5.8965 -0.2576 -2.1485  0.23

no.,calculated total energy (eV)
1,-26957.5784
2,-77761.1988
3,-213437.3141
4,-53577.8407